No. 1
The following is a quantum chemistry calculation of the molecule C5H8, from OMol25.

The geometry in XYZ format:
```
13
Properties=species:S:1:pos:R:3:forces:R:3:mulliken_charge:R:1
C -1.8305 -0.1495 -0.5205 -0.07 0.03 0.01 -1.03
C -0.8322 0.6847 0.2770 0.03 0.04 0.06 -0.36
C 0.2767 -0.1345 0.8814 0.46 0.12 -0.09 -0.23
C 1.4812 -0.1135 0.3768 -0.23 -0.69 -0.02 0.05
C 2.6070 -0.3099 -0.2474 0.16 0.59 0.13 -0.74
H -1.3371 -0.6323 -1.3711 -0.08 0.06 0.15 0.29
H -2.2753 -0.9290 0.1060 0.01 0.07 -0.11 0.30
H -2.6324 0.4895 -0.9033 0.04 -0.15 0.02 0.31
H -0.3755 1.4431 -0.3676 -0.15 -0.08 0.09 0.31
H -1.3312 1.2109 1.0968 -0.12 0.03 -0.16 0.27
H 0.0894 -0.7622 1.7525 -0.03 0.28 0.01 0.33
H 2.7132 -1.1716 -0.8784 -0.03 -0.20 -0.38 0.24
H 3.4467 0.3743 -0.2022 0.00 -0.11 0.28 0.24
```
Forces are in eV/Å.

For the electronic energy, the calculation gives -195.24521 Ha. Its SMILES is C=C=CCC. The HOMO energy is -9.3 eV. For the energy above the lowest of the compared OMol25 structures with the same formula, charge and spin, the calculation gives 1.2740 eV. The total charge is 0. As for the multiplicity: 1.

***

No. 2
The following is a quantum chemistry calculation of a cluster of 3 separate species, C22H47FN3O2P in total, from OMol25.

The geometry in XYZ format:
```
76
Properties=species:S:1:pos:R:3:forces:R:3:mulliken_charge:R:1
C 4.2188 -3.0091 -2.7908 0.59 0.53 0.73 -1.01
C 3.8562 -1.5285 -3.1337 0.41 -0.74 -0.53 -0.38
N 2.4678 -1.3298 -3.5635 -0.72 -0.28 0.72 -0.42
P 1.4415 -0.8828 -2.2166 0.30 1.55 0.08 -0.10
C -0.2732 -1.5877 -2.4270 0.92 -1.58 0.27 0.94
C -0.3881 -2.8415 -3.3262 -1.23 0.38 0.25 -1.29
F -1.1225 -0.5755 -2.8552 0.07 -0.10 -0.27 -0.36
H 3.3549 -3.6812 -2.7361 0.09 0.22 -0.15 0.29
H 4.6970 -3.0135 -1.7971 -0.23 -0.22 -0.26 0.29
H 4.9823 -3.4149 -3.4675 -0.44 0.05 -0.05 0.32
H 4.5273 -1.2056 -3.9432 -0.22 0.09 0.20 0.41
H 4.0825 -0.8932 -2.2682 -0.24 0.00 -0.21 0.13
H 2.1235 -2.1383 -4.0694 0.15 -0.08 -0.01 0.28
H 1.9728 -1.5850 -1.0770 -0.43 -0.64 -0.54 0.03
H -0.6109 -1.8931 -1.4240 0.14 0.39 -0.10 -0.01
H -1.2839 -3.3917 -2.9950 0.26 0.08 -0.17 0.24
H -0.6016 -2.5507 -4.3631 0.49 -0.10 0.14 0.36
H 0.4513 -3.5365 -3.2271 0.02 0.35 -0.13 0.33
C -4.9504 -3.0072 2.7465 -0.34 -0.07 -0.12 -1.68
C -3.9641 -1.9647 2.1846 -0.81 -0.94 1.81 1.65
C -4.5841 -0.5653 2.2744 -0.07 0.31 -0.40 -1.25
C -5.6857 -0.3344 1.2466 0.01 -0.03 -0.01 -0.50
C -5.1727 -0.6311 -0.1587 0.13 0.33 0.37 -1.29
C -4.5430 -2.0237 -0.2962 -1.42 -1.01 -1.19 1.99
N -3.5705 -2.3205 0.7966 1.19 2.75 -0.39 0.34
O -2.4511 -1.6906 0.5354 -0.01 -0.96 -0.16 -0.53
C -5.6548 -3.0941 -0.3239 -0.24 -0.08 0.26 -1.94
C -3.8892 -2.1270 -1.6835 0.66 0.20 0.22 -1.84
C -2.7655 -2.0321 3.1427 0.44 0.16 -0.40 -1.83
H -5.1138 -2.8344 3.8112 0.15 0.08 -0.01 0.45
H -5.9373 -2.9743 2.2916 0.06 -0.02 -0.07 0.29
H -4.5553 -4.0185 2.6355 0.02 0.04 -0.06 0.38
H -3.8060 0.1911 2.1275 0.09 -0.12 -0.06 0.35
H -4.9815 -0.4015 3.2791 0.10 -0.19 0.04 0.38
H -6.5608 -0.9491 1.4768 0.03 -0.02 -0.01 0.32
H -6.0208 0.7041 1.3000 -0.02 -0.03 -0.01 0.39
H -5.9926 -0.5283 -0.8740 0.08 -0.18 -0.08 0.37
H -4.4349 0.1321 -0.4274 0.11 -0.12 0.01 0.35
H -5.2407 -4.0942 -0.1832 0.03 0.04 0.06 0.37
H -6.1669 -3.0899 -1.2867 0.14 0.11 -0.04 0.50
H -6.4345 -2.9333 0.4184 0.08 -0.04 0.06 0.35
H -3.1436 -1.3525 -1.8553 0.04 -0.06 0.15 0.21
H -4.6391 -2.0120 -2.4666 -0.17 -0.03 0.19 0.45
H -3.4117 -3.0993 -1.8249 -0.02 -0.01 0.08 0.47
H -2.2720 -3.0040 3.0865 0.00 0.02 -0.05 0.45
H -3.0984 -1.8854 4.1706 -0.21 -0.04 -0.08 0.43
H -2.0257 -1.2589 2.9380 -0.02 -0.09 -0.14 0.30
C 2.0774 2.5497 -0.8255 0.30 0.31 -0.22 -1.39
C 2.2030 2.5545 0.7101 -1.39 -0.16 -1.72 2.05
C 1.7854 3.9240 1.2595 0.33 0.29 0.30 -1.43
C 2.8219 5.0115 0.9965 -0.01 -0.03 0.00 -0.45
C 4.1863 4.5851 1.5294 -0.46 0.10 0.17 -1.33
C 4.6424 3.2164 1.0064 1.58 0.58 -1.33 1.71
N 3.5825 2.1801 1.1179 -0.57 0.90 2.67 0.46
O 3.5426 1.7765 2.3594 0.23 -0.66 -0.46 -0.61
C 5.1006 3.3470 -0.4616 -0.13 0.15 -0.27 -1.72
C 5.9123 2.8047 1.7662 -0.27 -0.34 0.44 -1.80
C 1.1756 1.5084 1.1682 0.30 -0.18 0.54 -1.92
H 1.0349 2.6673 -1.1237 -0.04 -0.12 0.16 0.47
H 2.6100 3.3610 -1.3178 0.06 -0.02 0.08 0.25
H 2.4277 1.6059 -1.2437 -0.02 0.08 0.06 0.03
H 1.6208 3.8527 2.3402 0.09 -0.13 0.00 0.37
H 0.8273 4.2192 0.8250 0.00 -0.20 -0.09 0.39
H 2.8776 5.2388 -0.0719 0.01 -0.04 0.01 0.31
H 2.5119 5.9366 1.4888 0.02 -0.01 -0.04 0.40
H 4.9312 5.3426 1.2721 0.12 -0.17 -0.05 0.36
H 4.1389 4.5616 2.6232 0.01 -0.16 -0.01 0.37
H 5.2037 2.3662 -0.9293 -0.08 0.00 0.03 0.28
H 6.0748 3.8349 -0.5175 0.00 -0.03 0.18 0.49
H 4.4373 3.9553 -1.0731 -0.06 -0.10 0.01 0.31
H 5.7613 2.7788 2.8449 -0.12 -0.13 -0.07 0.37
H 6.7108 3.5234 1.5785 -0.14 0.07 -0.18 0.43
H 6.2623 1.8225 1.4429 -0.05 0.00 0.01 0.44
H 1.4526 0.5099 0.8255 0.03 0.02 0.01 0.35
H 0.1933 1.7414 0.7561 0.12 0.12 -0.16 0.43
H 1.0646 1.4815 2.2522 0.17 -0.03 -0.02 0.38
```
Forces are in eV/Å.

For the electronic energy, the calculation gives -1622.24182 Ha. The HOMO energy (alpha / beta) is -7.9 / -7.9 eV. The total charge is 0. As for the multiplicity: 3.

***

No. 3
The following is a quantum chemistry calculation of a structure of composition C11H24O6V, from OMol25.

The geometry in XYZ format:
```
42
Properties=species:S:1:pos:R:3:forces:R:3:mulliken_charge:R:1
V 0.1051 0.0109 0.2855 0.07 0.32 0.49 0.96
C 1.5013 -0.8562 3.0733 0.04 0.00 0.05 -0.95
O 0.2963 -0.9620 2.3076 0.05 0.25 -0.10 0.10
C -0.2764 -2.2647 2.3545 0.05 -0.09 -0.03 -0.46
C -1.4736 -2.2447 1.4434 -0.06 0.12 -0.04 -0.54
O -0.9656 -1.8084 0.1676 0.19 0.15 -0.13 -0.26
C -1.9128 -1.6992 -0.9073 0.05 0.06 -0.14 -0.28
C -1.0983 -1.3314 -2.1307 0.03 0.02 0.19 -0.43
O -0.3128 -0.1740 -1.7954 -0.29 0.06 -0.01 0.07
C 0.5751 0.2080 -2.8588 -0.03 0.03 0.03 -0.94
H 1.2918 -1.0798 4.1201 -0.01 -0.01 -0.01 0.32
H 1.8482 0.1695 2.9845 -0.01 0.01 0.01 0.27
H 2.2608 -1.5368 2.6848 -0.01 0.00 -0.01 0.37
H -0.5692 -2.5066 3.3788 -0.04 -0.01 -0.01 0.42
H 0.4536 -3.0018 2.0043 0.01 0.01 0.02 0.39
H -2.2217 -1.5277 1.7917 -0.02 -0.01 -0.02 0.26
H -1.9181 -3.2341 1.3338 0.02 -0.02 0.04 0.40
H -2.6425 -0.9212 -0.6687 0.02 -0.01 0.01 -0.03
H -2.4246 -2.6521 -1.0487 0.03 -0.01 -0.04 0.43
H -1.7502 -1.0911 -2.9725 -0.03 -0.03 0.01 0.41
H -0.4232 -2.1449 -2.4090 -0.02 -0.02 0.02 0.41
H -0.0055 0.3520 -3.7696 0.03 -0.01 -0.02 0.33
H 1.3359 -0.5600 -3.0005 0.01 0.01 -0.02 0.37
H 1.0401 1.1463 -2.5706 -0.01 -0.02 0.01 0.26
C 3.0783 2.6473 0.0219 0.00 -0.01 -0.01 -0.64
O 3.1745 1.2137 -0.1384 0.01 0.01 0.01 -0.30
C 2.0591 0.5570 -0.0089 -0.48 -0.29 0.16 0.51
O 2.0421 -0.6846 -0.1045 0.00 0.03 -0.11 -0.46
H 4.0852 3.0260 -0.1127 0.00 0.00 0.00 0.26
H 2.7132 2.8859 1.0179 0.00 0.00 0.00 0.30
H 2.4143 3.0637 -0.7325 0.00 0.00 0.00 0.29
C -3.2601 1.9528 0.1968 0.00 -0.01 -0.01 -1.31
C -2.1632 2.0658 1.2415 0.08 0.17 -0.16 0.50
C -1.6158 3.4792 1.3379 0.00 0.00 0.00 -1.37
O -1.1081 1.1803 0.9447 0.31 -0.71 -0.19 -0.95
H -4.1013 2.5980 0.4509 0.00 0.01 -0.01 0.48
H -3.6335 0.9286 0.1355 -0.02 0.01 0.01 0.26
H -2.8818 2.2486 -0.7841 0.01 0.00 0.00 0.26
H -2.5684 1.7782 2.2190 0.02 -0.02 0.00 0.23
H -1.1982 3.7825 0.3757 0.00 0.01 0.00 0.31
H -0.8330 3.5354 2.0941 0.00 0.00 -0.01 0.33
H -2.4062 4.1800 1.6072 0.00 0.00 0.00 0.43
```
Forces are in eV/Å.

For the electronic energy, the calculation gives -1828.74844 Ha. The HOMO energy (alpha / beta) is -11.5 / -12.6 eV. For the energy above the lowest of the compared OMol25 structures with the same formula, charge and spin, the calculation gives 0.3528 eV. The total charge is +1. As for the multiplicity: 3.